DFT (ωB97M-V/def2-TZVPD) results for 18 unconnected molecules or ions with the total composition C54H144O18.

Structure (XYZ):
```
216
Properties=species:S:1:pos:R:3:forces:R:3
C -14.01764 -25.66405 -15.99394 0.8674 -0.1062 0.4552
C -12.83365 -25.95933 -15.09139 -0.0163 0.4097 -0.3411
C -12.26680 -27.29978 -15.38550 0.6819 -2.3524 -1.6140
O -11.80767 -24.99122 -15.40873 -0.7766 -0.1410 1.4527
H -14.74583 -26.41525 -15.82925 -0.7553 -1.0913 -0.3103
H -13.62619 -25.64540 -17.00121 -0.2779 -0.0484 -0.4292
H -14.53672 -24.76026 -15.76531 0.0587 1.0068 0.1719
H -13.17488 -26.02610 -14.02787 0.4762 0.8536 -0.4065
H -12.97470 -28.12736 -15.23314 -0.2566 0.3119 -0.0954
H -11.42355 -27.61383 -14.76738 0.0344 0.5444 0.1475
H -11.90004 -27.40786 -16.46634 -0.5582 0.3954 1.3184
H -11.28848 -24.95781 -14.57102 0.0734 0.2641 -0.4529
C -7.32335 -22.34098 -17.01250 -2.0233 -1.0056 -0.8224
C -8.10423 -21.19981 -16.38653 1.8019 0.6628 0.2746
C -8.11672 -21.26432 -14.90492 0.9758 0.3615 0.7369
O -7.48320 -19.90574 -16.73278 -0.7611 -0.6835 -0.3407
H -7.70512 -23.32465 -16.57082 0.5068 1.2415 -0.7295
H -6.29090 -22.27161 -16.84387 1.5210 0.1948 0.5625
H -7.45000 -22.34755 -18.12332 -0.0751 -0.1332 0.8347
H -9.10557 -21.24753 -16.69933 -1.4257 0.2652 -0.9631
H -7.11280 -21.20572 -14.51787 0.7765 -0.2139 0.0531
H -8.55047 -22.13100 -14.46808 -0.6555 -0.7552 0.1981
H -8.54031 -20.37722 -14.49298 -0.8868 0.6432 0.3058
H -8.18388 -19.21741 -16.79249 0.1042 -0.5577 0.0196
C -15.56078 -24.51215 -8.59155 0.9487 -1.6443 0.3480
C -14.43157 -23.52164 -8.77001 0.1792 1.1591 -0.7130
C -13.62039 -23.32673 -7.49644 -0.8658 -0.6143 -0.2796
O -13.49741 -23.93337 -9.85724 -0.7493 0.8207 0.2464
H -16.32831 -24.20271 -7.88507 0.1957 0.4352 0.0563
H -15.19113 -25.50331 -8.21102 -0.1672 0.7276 -0.3708
H -16.04495 -24.67881 -9.53109 -0.3486 -0.1779 -0.6336
H -14.95554 -22.59413 -9.08768 0.6506 -0.2226 0.0559
H -12.94274 -24.20058 -7.50811 -0.0169 0.5923 0.5933
H -14.37617 -23.41562 -6.69500 0.7762 0.1598 0.1325
H -13.10252 -22.36089 -7.44744 0.0434 -0.4009 -0.0203
H -13.04128 -23.11843 -10.19015 -0.6548 -1.0322 0.5492
C -10.45609 -16.54551 -18.96166 -0.1604 -0.8048 0.3847
C -9.45496 -17.67125 -18.53227 -1.2927 1.2144 -0.2472
C -8.08986 -17.09223 -18.49047 1.1111 -0.5762 -2.5619
O -9.69546 -18.14187 -17.23144 -0.2729 -0.4513 1.0843
H -10.56085 -15.77714 -18.16645 0.3923 -0.2920 -0.6217
H -11.47190 -16.90109 -19.18438 0.2038 -0.2570 0.2823
H -10.09280 -16.16442 -19.91342 0.0392 0.4824 0.1319
H -9.51764 -18.50034 -19.22219 -0.0140 -0.2847 -0.4756
H -8.01050 -16.42101 -17.68919 0.2542 0.9090 1.2463
H -7.97016 -16.51622 -19.44263 0.3027 -0.4255 0.7396
H -7.29943 -17.86933 -18.45434 -0.4387 0.5087 0.1624
H -10.61707 -18.38472 -17.10305 -0.2206 0.0012 -0.0888
C -8.04002 -16.06902 -8.16895 1.0208 -0.2113 2.2470
C -9.00205 -16.65610 -9.12924 -0.1042 -0.6862 -1.2916
C -9.28601 -15.81183 -10.35228 0.1721 1.6566 -0.6800
O -8.45324 -17.89538 -9.56856 -0.1068 -0.9494 -0.1132
H -8.09611 -15.00293 -8.08146 -0.1806 0.6983 0.0638
H -6.98252 -16.33260 -8.32739 -0.4197 0.0958 -0.6951
H -8.20682 -16.49616 -7.14822 -0.1207 0.4140 -0.5940
H -9.93220 -16.92174 -8.62117 -0.2405 0.4266 -0.0525
H -9.78365 -16.28627 -11.20306 -0.1114 -0.4626 0.5117
H -8.40736 -15.30713 -10.82859 -0.1664 -0.6745 0.7050
H -9.91312 -14.95928 -10.05508 -0.0362 -0.1950 0.0064
H -8.67118 -18.51374 -8.85777 0.1693 -0.4466 -0.0665
C -7.77882 -24.81229 -13.19928 0.7298 1.0093 -1.5473
C -8.99056 -25.07194 -14.09954 0.2104 1.9160 0.2899
C -8.93727 -26.39432 -14.81551 -0.4302 -0.5815 1.5470
O -10.16626 -25.01536 -13.26465 -0.1669 -0.4137 -0.1526
H -7.89644 -23.82823 -12.70936 0.0238 -0.5370 -0.1054
H -6.91686 -24.69112 -13.92466 -0.4922 -0.3065 1.0587
H -7.58965 -25.57939 -12.44835 -0.0636 -0.0961 -0.1830
H -9.12051 -24.17546 -14.79265 0.5177 -1.1613 0.3403
H -9.69658 -26.44490 -15.57620 -0.1882 -0.0603 -0.3305
H -9.25877 -27.08720 -13.95704 0.8972 0.2666 -1.4810
H -7.94456 -26.60028 -15.25794 -0.5077 -0.0469 0.5192
H -10.11438 -24.15965 -12.81348 -0.0127 0.0818 0.3260
C -4.52447 -24.07791 -8.03510 2.1197 -2.3050 -0.1812
C -3.89755 -25.37928 -7.40569 0.6776 1.6324 -1.6980
C -4.70752 -26.01622 -6.32399 0.4608 -0.7641 1.2533
O -3.69456 -26.23107 -8.55018 -0.2637 -0.7914 0.5516
H -4.55783 -23.35079 -7.31304 -0.5656 1.9128 1.9600
H -5.46924 -24.24629 -8.51088 -0.3793 -0.1414 -0.3558
H -3.71739 -23.74627 -8.69060 -0.5228 0.0472 -0.6305
H -2.82414 -25.07338 -7.08465 -1.8146 -0.5919 0.0716
H -4.93148 -25.36478 -5.49226 0.0063 0.6754 0.0593
H -4.13705 -26.80586 -5.84080 0.3231 -0.2771 -0.0454
H -5.64802 -26.49751 -6.55649 -0.3263 0.1863 -0.8802
H -4.12482 -27.08606 -8.38499 0.2424 0.4108 -0.0988
C -5.92467 -16.03652 -13.35418 1.0466 0.2179 0.9503
C -6.49901 -17.31599 -12.73198 -0.3367 -0.1630 -0.1928
C -7.93129 -17.46202 -13.24153 0.3810 -1.1127 -1.3527
O -5.74162 -18.50920 -12.93940 0.2149 0.1628 -0.7792
H -5.72300 -16.06493 -14.43004 -0.4944 -0.2300 0.2256
H -4.96928 -15.73099 -12.87123 -0.4665 -0.3378 -0.1931
H -6.64576 -15.26104 -13.09682 0.0885 0.2693 -0.2989
H -6.54021 -17.22301 -11.64504 0.1424 0.2398 0.0437
H -7.88644 -17.91040 -14.25931 0.0346 0.0823 0.4823
H -8.35151 -16.49700 -13.43424 -0.6220 0.5835 0.3430
H -8.58623 -18.10507 -12.65152 0.0828 0.1653 0.2016
H -5.59293 -18.59239 -13.91446 -0.2287 0.2695 0.7216
C -9.76242 -24.31661 -8.82857 -0.0730 2.8702 -0.3233
C -9.05190 -25.34921 -8.08946 0.4034 -2.4355 1.5970
C -9.87354 -25.75580 -6.87960 0.4720 0.3417 2.2558
O -8.85943 -26.51423 -8.87008 0.5751 -0.1846 -0.6576
H -10.19470 -23.53979 -8.11204 0.1813 -0.9859 -1.0889
H -10.49111 -24.75028 -9.49927 -0.5529 0.0042 0.1551
H -9.07885 -23.78227 -9.49289 -0.0213 0.0963 -0.0441
H -8.04216 -25.08376 -7.76428 -0.0690 0.3453 -0.0775
H -10.90527 -25.88888 -7.14166 -0.5768 -0.1082 -0.2863
H -9.84165 -24.92195 -6.13130 -0.1193 -0.6105 -0.4139
H -9.56856 -26.68552 -6.31638 0.1145 0.9036 -0.9084
H -9.74039 -26.81009 -9.11566 -0.3392 -0.2067 -0.1669
C -9.48067 -19.33835 -5.47817 -0.9109 0.7506 -1.7346
C -9.12156 -20.54462 -6.25619 -0.9554 -1.8980 -1.0611
C -9.75989 -21.84553 -5.62496 0.7497 0.0333 -2.3574
O -9.54295 -20.32482 -7.64626 -0.1847 0.0607 0.9335
H -9.03887 -19.37436 -4.52471 0.4176 0.0980 1.3132
H -10.58269 -19.31032 -5.42800 0.4096 0.3208 0.2227
H -9.10906 -18.46631 -6.04842 -0.2685 -0.1491 0.5192
H -8.06943 -20.67620 -6.33870 1.1438 -0.1156 0.3811
H -9.41437 -21.91157 -4.61323 0.2465 -0.2990 0.6015
H -9.44780 -22.79405 -6.23253 -0.6490 1.7465 1.2401
H -10.84777 -21.71470 -5.61791 0.1407 -0.2743 -0.1049
H -9.25985 -21.07822 -8.17800 0.0723 -0.0127 -0.0154
C -11.78780 -21.85034 -12.78855 0.8106 0.9381 0.5302
C -10.69854 -21.40107 -11.79315 -0.4897 -0.5378 1.2122
C -11.27322 -21.10083 -10.37880 0.2189 -0.1392 -1.5102
O -9.69647 -22.42364 -11.70301 0.3200 0.0861 -0.1965
H -12.57665 -21.06434 -12.87127 0.4084 -0.7783 0.1529
H -12.14745 -22.80176 -12.41561 -0.5612 -0.2362 -0.1769
H -11.32718 -21.98956 -13.76758 -0.1246 -0.1368 -0.0571
H -10.25333 -20.48901 -12.10577 0.5763 0.8924 -0.7268
H -11.50921 -22.03144 -9.90265 0.1528 -0.5565 0.6051
H -12.18935 -20.56804 -10.51049 -0.8150 0.5640 0.0000
H -10.62333 -20.47723 -9.78297 0.2583 -0.1349 0.2022
H -8.86875 -22.03339 -11.29821 -1.3150 -0.0334 -0.5203
C -12.88103 -27.55034 -11.23748 -0.8561 -0.2459 -0.0137
C -12.75174 -27.80421 -9.75187 0.5606 -1.0254 0.3078
C -12.05737 -29.19464 -9.48749 0.2102 1.6522 -1.8933
O -11.92692 -26.82934 -9.14282 -0.0313 1.3432 0.0333
H -11.88002 -27.43716 -11.62062 0.3310 -0.1344 -0.5183
H -13.43450 -26.62428 -11.45491 0.1197 -0.1893 0.1627
H -13.43366 -28.39637 -11.70100 0.4938 0.5065 0.0301
H -13.72272 -27.71021 -9.27279 -0.3594 -0.5194 0.1103
H -11.78946 -29.33577 -8.46570 -0.0304 -0.0982 0.7914
H -11.10320 -29.19012 -10.09988 -0.9976 -0.1104 0.6588
H -12.70560 -29.97784 -9.86574 0.0124 -0.2533 0.1177
H -12.36238 -25.94983 -9.26638 0.4802 -0.7555 0.0237
C -12.55536 -16.18567 -13.68925 1.4592 2.9668 0.0382
C -13.09791 -17.40298 -13.02971 -1.4689 -0.5726 0.8837
C -13.69702 -17.28009 -11.56377 1.2910 -0.3299 -1.4674
O -14.13818 -17.91242 -13.86463 0.3197 -0.6461 -0.9133
H -11.87068 -16.29646 -14.57802 -0.9065 -0.5469 0.7164
H -11.92988 -15.55257 -13.00513 -0.2707 -0.7437 -0.1549
H -13.33476 -15.43617 -13.97478 0.1711 -0.9573 0.0743
H -12.33677 -18.16027 -12.84059 0.4306 -0.1541 -0.5626
H -12.78609 -17.06708 -10.96002 -0.9914 0.2082 0.1223
H -14.04861 -18.29411 -11.31928 0.0424 0.3803 0.0477
H -14.52901 -16.57835 -11.46867 0.3632 0.1179 0.0627
H -13.78193 -18.05043 -14.78204 -0.3174 0.1367 1.0465
C -16.42017 -24.16443 -13.44321 1.8668 0.2305 0.4552
C -16.10118 -22.69897 -12.98161 1.0623 -0.8904 -1.4506
C -17.21329 -21.74351 -13.23493 -0.5852 0.4961 -1.6136
O -15.79505 -22.64325 -11.61931 -0.9406 0.5361 0.8601
H -17.20819 -24.55160 -12.83920 -0.6820 -0.4465 0.4606
H -15.50382 -24.83485 -13.34785 -0.9573 0.8572 0.3043
H -16.66692 -24.28157 -14.48375 -0.3662 0.4329 -0.4965
H -15.15179 -22.43846 -13.46375 -0.2821 0.3615 -0.6526
H -17.50861 -21.58473 -14.28915 0.3114 -0.7527 0.2073
H -17.10361 -20.72856 -12.93179 0.9022 0.7279 0.7663
H -18.06618 -22.08412 -12.71264 -1.1596 -0.5507 0.5480
H -15.26154 -23.39920 -11.45818 1.0074 -1.0286 0.6814
C -4.41728 -18.12842 -17.92594 0.2756 1.3185 0.8497
C -4.35214 -18.34993 -16.42001 -0.6927 1.9938 1.7540
C -3.42257 -17.37714 -15.61044 0.2380 -1.1973 0.8033
O -5.67280 -18.07771 -15.76251 1.0689 -1.1808 -0.8468
H -3.38358 -18.17262 -18.29864 -0.3896 0.3006 -0.2234
H -4.96273 -17.17374 -18.17341 1.0202 -0.6268 0.3930
H -4.99380 -18.86879 -18.40395 -0.6030 -1.2519 -0.5205
H -3.99142 -19.33581 -16.11649 -0.3333 -0.2473 -0.4607
H -3.68276 -16.32698 -15.62830 -0.1471 0.2573 -0.7310
H -2.32868 -17.51286 -15.84710 -1.1102 0.1218 0.2134
H -3.62565 -17.62139 -14.52154 0.6333 -0.0210 -1.1169
H -6.26986 -18.84089 -15.94171 0.2346 0.3066 -0.2941
C -14.62572 -20.71903 -16.06169 1.7915 -0.6822 0.3261
C -13.40878 -20.16434 -16.81946 -1.0516 1.0013 0.2164
C -13.62716 -20.44128 -18.24859 -0.4630 -1.4355 -0.9762
O -13.28900 -18.70525 -16.74795 -0.5858 -0.0257 0.4463
H -15.46452 -20.25502 -16.52381 -1.0275 0.3082 0.0107
H -14.56884 -20.55832 -14.98533 -0.2084 0.1970 -0.0717
H -14.66081 -21.81073 -16.24907 -0.0947 0.5162 0.1288
H -12.44393 -20.47826 -16.47692 0.3834 -0.5967 0.4046
H -13.72864 -21.48665 -18.54317 0.2063 -0.1578 0.3523
H -12.88233 -20.01402 -18.83876 1.5459 0.6325 -1.0205
H -14.53384 -19.99103 -18.59627 -0.8798 0.4466 0.0002
H -14.05836 -18.33398 -17.22324 0.5095 -0.1791 0.3252
C -6.10087 -20.41801 -9.09268 0.7394 0.3706 -1.0566
C -6.62292 -20.78020 -10.54260 1.8140 0.4494 1.2413
C -6.17551 -22.21940 -10.89300 -0.3246 -0.1948 0.5632
O -8.03315 -20.64985 -10.59372 -0.4979 1.6052 -0.2195
H -5.02188 -20.32550 -9.15139 0.4624 -0.0738 -0.2888
H -6.21515 -21.13346 -8.28782 -0.7208 -0.5339 -0.1045
H -6.37790 -19.43265 -8.72895 -0.6132 0.1171 -0.1745
H -6.18415 -20.05958 -11.27676 -0.1879 -0.5189 0.6589
H -7.02799 -22.88972 -10.64409 0.5884 0.1182 -0.1242
H -5.29050 -22.56759 -10.29130 -0.8927 0.5340 -0.5693
H -5.92984 -22.34373 -11.95244 -0.1747 0.0556 0.1215
H -8.22062 -19.65832 -10.65816 0.1759 -1.7424 0.1749
C -1.84353 -23.33415 -13.78903 1.3188 -0.7957 -0.9178
C -1.79482 -21.91592 -14.28004 -0.4262 -0.0672 0.4628
C -3.14864 -21.32368 -14.05901 -1.0322 1.0154 -1.6205
O -0.84292 -21.21115 -13.49781 0.2752 1.0520 -0.5408
H -0.84653 -23.78194 -13.94024 -0.3616 -0.0799 -0.0685
H -2.58321 -23.92448 -14.36382 0.2709 0.2808 0.5613
H -1.99001 -23.34690 -12.72202 -0.5133 -0.0720 0.3736
H -1.55376 -21.89339 -15.33879 0.3571 0.0739 -0.2875
H -3.54748 -21.72537 -13.13456 -0.4766 0.3670 0.0536
H -3.78530 -21.51343 -14.95558 0.0100 -0.5876 0.8234
H -3.14883 -20.22103 -14.10737 0.2356 -0.2087 0.6771
H -0.92389 -20.27258 -13.78712 0.2754 -0.9550 0.5251
```
Forces are in eV/Å.

The calculation puts the molar mass at 1081.728 g mol⁻¹. As for the highest occupied orbital energy: -9.556 eV. Its multiplicity is 1. The value obtained for the energy relative to the best compared isomer or geometry (same formula, charge and spin) is 54.0 kcal per mole. The calculation puts the total energy at -3498.0050 Ha. The lowest unoccupied orbital energy comes out at 0.50 eV.